No. 1
DFT (wB97M-V/def2-TZVPD) results for a cluster of 8 separate species, C38H96Br2N6O4 in total at a distorted geometry.

Geometry as XYZ:
```
146
Properties=species:S:1:pos:R:3:forces:R:3
C -23.53375 -22.70778 -18.38423 -0.7 -1.1 0.5
C -22.62461 -22.73530 -17.15789 -0.4 -0.4 -0.2
C -23.41384 -22.37502 -15.89593 -0.5 -0.8 0.7
C -22.49995 -22.15563 -14.68755 -0.2 0.5 -0.4
N -23.17333 -21.64489 -13.41122 -0.1 -0.6 0.4
C -22.43716 -22.24032 -12.19554 -2.2 0.7 0.2
C -22.83078 -21.28737 -11.05672 2.2 -1.2 -0.4
C -22.79183 -19.92337 -11.70817 -0.2 0.8 -0.1
C -23.03268 -20.13473 -13.22185 -0.2 -0.9 0.3
C -24.63096 -22.10569 -13.36283 0.7 0.0 -1.1
H -23.04525 -23.10313 -19.27153 0.2 0.7 -0.2
H -24.04961 -21.75411 -18.47782 0.4 0.2 -0.5
H -24.34253 -23.43785 -18.24817 0.0 0.1 0.2
H -21.73218 -22.14248 -17.36517 -0.1 0.4 0.4
H -22.26503 -23.75778 -17.01390 0.1 0.0 -0.1
H -24.08176 -23.20021 -15.61474 0.4 -0.5 -0.4
H -24.21917 -21.64777 -16.04154 0.8 0.9 -0.2
H -21.71755 -21.45869 -14.99029 0.0 0.2 0.4
H -21.97413 -23.05477 -14.37163 -0.2 -0.3 -0.4
H -22.91516 -23.19265 -12.00198 0.6 -0.5 -0.3
H -21.37350 -22.29475 -12.40006 0.0 0.0 0.0
H -23.76327 -21.54457 -10.56044 -0.2 0.0 -0.3
H -22.04875 -21.52660 -10.33085 -0.2 0.8 0.4
H -23.52296 -19.32256 -11.19421 -0.6 0.5 -0.3
H -21.88992 -19.31794 -11.62136 0.3 -0.6 0.3
H -23.92644 -19.67424 -13.63601 0.2 0.2 -0.1
H -22.14408 -19.90545 -13.80031 -0.1 0.5 0.0
H -25.16575 -21.93805 -12.43563 0.5 0.4 0.3
H -24.64881 -23.16641 -13.60550 0.1 0.0 0.2
H -25.14260 -21.62807 -14.19412 -0.2 0.2 0.2
C -32.94120 -23.00914 -10.08204 -0.4 0.2 -0.5
C -33.14035 -23.96519 -11.25412 0.7 0.0 -1.0
C -32.05237 -25.06630 -11.33982 -2.0 -0.6 1.8
C -32.14683 -25.83429 -12.64025 1.3 0.8 -0.3
N -31.36088 -27.12976 -12.63527 1.4 -0.9 -0.3
C -31.20322 -27.74600 -14.03604 -1.3 0.3 -0.7
C -32.38558 -28.67138 -14.15180 -1.1 -0.1 0.3
C -32.59294 -29.25113 -12.75148 0.5 -0.6 0.1
C -32.06920 -28.19677 -11.79029 -0.5 0.3 0.5
C -29.95267 -26.90562 -12.18277 0.4 0.6 1.4
H -31.89530 -22.73824 -9.93236 0.0 -0.3 0.0
H -33.35716 -23.38333 -9.14930 0.0 0.0 0.0
H -33.45214 -22.09101 -10.37430 -0.1 0.1 0.5
H -33.16760 -23.39198 -12.18744 0.3 0.1 0.0
H -34.11757 -24.45147 -11.26148 0.0 0.0 0.4
H -32.39042 -25.70931 -10.51070 0.3 -0.3 -0.1
H -31.08345 -24.72682 -10.97854 0.2 0.3 -0.9
H -31.67494 -25.18509 -13.38195 -0.1 -0.3 -0.3
H -33.16396 -26.05514 -12.95338 -0.1 -0.1 0.2
H -30.24757 -28.23840 -14.19321 0.1 0.1 0.6
H -31.30522 -26.95083 -14.77252 0.3 0.2 0.1
H -32.33888 -29.44892 -14.90933 0.3 0.1 -0.1
H -33.26898 -28.06927 -14.37798 0.0 0.0 -0.2
H -32.03446 -30.18312 -12.63610 0.0 0.0 -0.1
H -33.63298 -29.48345 -12.53549 0.0 0.0 -0.1
H -31.43417 -28.55031 -10.97850 0.5 -0.1 -0.4
H -32.89658 -27.76694 -11.22495 0.0 0.5 -0.4
H -29.39968 -26.15539 -12.75282 -0.5 0.1 -0.3
H -29.34463 -27.80907 -12.17026 -0.5 -0.3 -0.4
H -29.97370 -26.56662 -11.14610 -0.1 0.1 -0.1
C -30.32480 -21.02164 -11.18496 0.0 0.2 1.5
N -29.55685 -19.73668 -11.33594 -0.5 -0.9 -1.9
C -29.82948 -19.28502 -12.77593 -0.8 1.8 1.9
C -30.12430 -18.78444 -10.34923 0.4 1.4 0.0
C -28.07763 -20.00717 -11.17657 -0.6 -1.2 1.3
C -27.14724 -18.86030 -11.43389 -1.0 0.5 -0.8
O -27.51243 -17.74172 -10.64092 0.4 -0.2 -0.1
H -30.23283 -21.24553 -10.11906 0.2 -0.5 -0.1
H -30.00128 -21.84042 -11.82350 0.4 0.2 -0.1
H -31.38855 -20.82760 -11.30680 0.1 0.2 -0.4
H -30.91618 -19.23042 -12.80976 0.0 -0.5 -0.6
H -29.34115 -19.87543 -13.53992 0.0 -0.2 0.2
H -29.56844 -18.22585 -12.75204 0.5 -0.1 -0.6
H -29.68074 -17.80785 -10.52877 0.1 -0.1 0.1
H -29.85421 -19.06902 -9.33574 -0.1 -0.3 -0.1
H -31.19797 -18.64395 -10.45476 -0.1 -0.6 -0.2
H -27.91967 -20.89332 -11.79363 0.4 0.3 -0.3
H -27.98175 -20.38190 -10.15458 0.1 0.2 0.1
H -27.22611 -18.64379 -12.50723 0.2 0.4 0.1
H -26.13029 -19.13526 -11.23833 0.5 -0.6 0.1
H -26.69705 -17.34139 -10.32047 -0.2 0.3 0.0
C -24.74538 -26.35137 -8.86099 1.1 -0.1 0.1
N -25.48485 -25.47296 -9.80874 -0.1 0.1 0.4
C -24.47064 -24.73098 -10.61648 0.5 -0.9 -0.8
C -26.35500 -26.31123 -10.70382 -0.1 1.2 1.0
C -26.22916 -24.48200 -8.93502 0.1 0.6 1.1
C -27.19191 -23.44466 -9.49033 0.0 0.2 -2.5
O -26.56112 -22.70357 -10.53244 1.1 0.8 0.5
H -24.06108 -25.75035 -8.25301 -0.3 0.2 0.0
H -24.08606 -27.00276 -9.43530 -0.3 -0.2 -0.1
H -25.41691 -26.91711 -8.22021 -0.2 0.0 -0.2
H -24.93268 -24.27023 -11.48164 -0.3 0.4 0.3
H -23.76771 -25.45651 -11.03505 0.0 -0.2 0.2
H -23.91584 -24.08212 -9.95295 0.1 0.5 0.1
H -26.95737 -25.55813 -11.21613 0.0 -0.5 -0.7
H -26.98386 -26.92088 -10.05607 0.0 -0.1 -0.1
H -25.70453 -26.92850 -11.31449 -0.1 0.1 -0.3
H -25.44047 -23.85976 -8.49513 0.3 -0.2 -0.1
H -26.64211 -25.01863 -8.07897 -0.3 -0.2 -0.3
H -27.38360 -22.71510 -8.70344 -0.2 -0.3 0.3
H -28.12304 -23.76046 -9.97758 -0.2 -0.6 0.8
H -26.76995 -22.95635 -11.45167 -0.9 -0.5 0.2
C -22.63938 -24.44604 -2.07231 -1.2 -1.1 1.1
N -23.15251 -25.84154 -2.45814 -0.2 1.3 -0.3
C -22.21683 -26.86377 -1.88717 0.2 0.2 -1.2
C -24.50545 -26.04579 -1.88284 -0.2 0.0 0.1
C -23.20393 -25.94820 -3.97523 -0.3 -2.5 -0.5
C -22.06260 -25.32239 -4.76093 -0.7 0.3 0.8
O -22.28972 -23.94187 -4.76346 0.2 0.2 -0.4
H -23.29812 -23.70869 -2.51453 0.5 0.1 -0.5
H -21.58330 -24.41887 -2.30174 -0.1 0.5 -0.2
H -22.83401 -24.40113 -0.99977 0.5 0.1 0.1
H -21.27043 -26.64344 -2.37754 0.2 -0.3 0.4
H -22.54492 -27.84361 -2.22627 -0.1 -0.1 0.3
H -22.14995 -26.79192 -0.80714 -0.1 0.1 0.0
H -24.43410 -25.99762 -0.79800 0.0 0.0 0.0
H -24.87687 -27.02648 -2.17446 0.0 0.0 0.0
H -25.18070 -25.26411 -2.22287 0.1 0.0 -0.1
H -24.16451 -25.72045 -4.44127 -0.1 1.1 0.8
H -23.25270 -27.03771 -4.13171 0.6 0.0 0.0
H -22.08131 -25.75925 -5.76141 0.2 0.0 0.0
H -21.12690 -25.58335 -4.25633 0.3 0.1 -0.3
H -22.32745 -23.59815 -5.68617 0.1 0.0 0.1
C -29.68798 -30.93066 -10.78594 -0.2 -0.6 -0.5
N -28.73818 -31.97071 -10.28076 0.6 0.2 2.4
C -27.47532 -31.26405 -9.84580 0.5 -0.1 -1.3
C -29.30136 -32.48912 -8.96449 -0.7 0.0 -0.8
C -28.37080 -33.13050 -11.18940 -1.2 0.8 -2.0
C -29.54148 -34.06844 -11.51409 0.9 -0.1 0.6
O -30.41059 -33.44306 -12.44235 -0.3 0.2 1.0
H -29.95909 -30.31314 -9.93318 0.2 0.2 -0.1
H -30.59029 -31.38873 -11.18319 0.1 -0.2 0.1
H -29.22879 -30.37279 -11.59961 0.2 0.1 0.1
H -27.64890 -30.32556 -9.32438 -0.5 -0.3 0.3
H -26.92652 -30.97216 -10.74312 0.1 -0.3 0.0
H -26.90085 -31.97386 -9.25883 0.1 0.2 0.1
H -30.34645 -32.71717 -9.16113 0.0 -0.1 0.3
H -29.22142 -31.68944 -8.23532 0.0 -0.1 0.1
H -28.77535 -33.38842 -8.65728 0.1 0.1 0.0
H -27.46780 -33.62840 -10.85171 -0.1 0.1 0.3
H -28.21401 -32.63508 -12.15251 0.7 -0.1 0.0
H -29.97122 -34.34940 -10.54872 -0.6 -0.2 -0.3
H -29.14907 -34.97964 -11.96846 0.2 0.0 0.1
H -31.30138 -33.71426 -12.18844 -0.1 0.0 -0.5
Br -27.98012 -23.43823 -13.43572 0.1 -0.1 0.6
Br -22.45254 -22.86077 -7.85265 -0.5 -0.6 -0.2
```
Positions in Å, forces in eV/Å.

Values from the calculation:
E_LUMO = -8.17 eV
charge = +4
2S+1 = 1
E_HOMO = -14.6 eV

No. 2
DFT (wB97M-V/def2-TZVPD) results for a structure of composition C24H45HfNP2Si at a distorted geometry.

Geometry as XYZ:
```
74
Properties=species:S:1:pos:R:3:forces:R:3
P 0.69394 -1.68683 -2.81983 0.1 -0.8 -2.1
P 1.17851 1.71958 -1.88383 -0.6 2.7 -4.4
C 0.53370 -0.23073 -3.91988 0.1 -0.1 -0.1
C 1.50006 0.89676 -3.53123 0.2 -0.5 0.0
H -0.53327 0.07028 -3.92198 0.7 0.1 -0.1
H 0.79177 -0.64426 -4.91470 -0.2 0.6 0.2
H 2.53686 0.52221 -3.47767 -0.3 0.1 -0.4
H 1.43075 1.69344 -4.28946 0.3 -0.1 0.4
C -0.31897 2.59257 -2.45291 -0.9 0.3 0.5
H -0.82511 3.15433 -1.67718 0.1 0.2 0.3
H -1.09412 1.94667 -2.85865 0.2 -0.4 0.1
H -0.03403 3.28474 -3.25250 0.2 -0.1 0.2
C 2.42768 3.07878 -2.00637 0.0 -0.1 0.1
H 2.15481 3.60805 -2.93487 0.5 -0.1 0.4
H 3.44530 2.66387 -2.05364 -0.2 0.2 -0.2
H 2.37555 3.75932 -1.14718 0.0 -0.1 -0.5
C -0.55219 -2.76113 -3.77103 -0.4 -0.4 0.2
H -0.91363 -3.62920 -3.19158 0.1 0.5 -0.1
H -0.03872 -3.19818 -4.64657 -0.2 0.4 0.5
H -1.41741 -2.20780 -4.17189 0.3 -0.1 0.5
C 2.09687 -2.55060 -3.61937 0.2 0.2 -0.1
H 2.92169 -1.84170 -3.73531 0.3 -0.4 0.2
H 1.76223 -2.87921 -4.61715 0.5 0.1 0.4
H 2.35508 -3.42527 -3.00673 0.3 0.3 -0.3
Hf 1.79605 0.35359 0.03689 -1.6 -1.2 6.9
C -2.02759 -0.26532 -0.85988 1.9 1.2 0.9
C -2.65479 -0.82616 -1.91274 0.0 -1.8 -1.9
C -3.36574 -2.15144 -1.71178 1.0 -0.4 0.7
C -3.88322 -2.32357 -0.23320 0.7 0.9 -0.3
C -2.92061 -3.08317 0.66995 -0.1 -0.1 -0.1
C -1.63516 -3.37564 0.35851 -0.1 1.0 -0.1
C -0.58717 -2.40726 -0.18150 0.1 -0.9 -2.0
C -0.80920 -0.91712 -0.26450 -1.4 -0.1 1.8
C 3.64912 0.20676 1.17786 0.4 -0.3 -0.3
H -2.20456 0.75098 -0.45426 0.9 0.2 -1.5
H -2.39615 -0.59042 -2.98455 -2.1 1.3 0.9
H -2.64198 -2.97081 -1.94370 -0.8 0.1 0.0
H -4.21785 -2.22301 -2.42061 0.6 0.2 0.2
H -4.10619 -1.33942 0.21976 -0.3 -0.3 -0.4
H -4.83285 -2.87481 -0.31011 0.4 -0.1 0.4
H -3.35065 -3.43651 1.62477 -0.1 -1.0 -1.1
H -1.24078 -4.38625 0.39821 0.3 0.1 1.6
H -0.22567 -2.77302 -1.17900 -0.4 0.1 0.8
H 0.32171 -2.52511 0.42464 0.0 -0.3 0.3
H -0.74842 -0.52325 0.72309 0.5 -0.1 0.5
H 0.18232 -0.46837 -0.79225 -2.0 -1.0 -0.3
H 4.18205 1.17352 1.19204 0.1 -0.3 -0.1
H 4.33931 -0.61694 0.94736 0.1 0.4 -0.1
H 3.28284 0.06351 2.21143 0.2 0.0 -0.5
C 0.79974 3.54413 1.03660 0.3 0.6 -0.1
Si 0.78657 2.57830 2.61169 -0.5 -1.0 1.0
C 2.03813 3.09635 3.90687 0.6 0.0 -0.3
C -0.82673 2.72388 3.52894 -0.3 0.1 -0.3
N 0.92349 0.88235 1.94163 0.8 0.1 -2.8
C 0.30861 -0.03937 2.84811 -0.4 -0.2 0.6
C 1.00286 -0.56691 3.96619 -0.7 -0.2 -0.4
C 0.23908 -1.14906 4.98566 -0.5 -0.2 0.4
C -1.16121 -1.24061 4.90817 -0.2 0.0 -0.5
C -1.81934 -0.81910 3.74573 0.1 0.0 -0.1
C -1.09417 -0.20326 2.74408 0.6 -0.2 0.1
H 1.26795 4.51206 1.25989 -0.2 0.0 -0.4
H -0.21811 3.69182 0.65364 0.2 0.0 0.1
H 1.39324 3.06196 0.24155 -0.1 0.2 0.4
H 1.91526 4.16645 4.15378 -0.1 -0.3 -0.2
H 1.96486 2.56197 4.86651 -0.2 0.0 -0.4
H 3.06361 2.97783 3.54107 0.0 0.1 0.2
H -1.68018 2.40168 2.91640 0.1 0.2 0.2
H -0.83660 2.13500 4.46132 0.1 0.3 -0.3
H -0.94942 3.79168 3.78718 -0.1 -0.4 0.0
H 2.09976 -0.57112 4.03396 -0.6 0.3 0.0
H 0.70806 -1.53783 5.89403 0.1 0.2 -0.4
H -1.78802 -1.64398 5.70951 0.6 0.0 -0.1
H -2.89583 -0.91891 3.56845 0.4 -0.1 0.5
H -1.62379 0.15828 1.85412 0.1 0.2 0.8
```
Positions in Å, forces in eV/Å.

Values from the calculation:
E_LUMO = -8.04 eV
charge = +2
2S+1 = 1
E_HOMO = -13.2 eV
relative energy (zero: lowest compared OMol25 entry of this formula, charge and spin) = 1.4225 eV

No. 3
DFT (wB97M-V/def2-TZVPD) results for a cluster of 2 separate species, CF2O3S in total at a distorted geometry.

Geometry as XYZ:
```
7
Properties=species:S:1:pos:R:3:forces:R:3
C -1.85868 0.27268 -0.40359 -1.0 2.7 -2.5
O -1.87710 -0.56547 0.39645 -1.4 -2.8 2.4
O 0.44890 -0.54002 -1.33719 -0.4 -0.1 -1.4
O 0.41272 -0.84960 1.15692 1.3 0.9 -1.6
F 0.05030 1.32060 0.29740 0.5 0.3 -0.7
F 2.19228 0.45316 -0.07582 -2.4 -0.7 0.5
S 0.63157 -0.09135 -0.03417 3.5 -0.2 3.2
```
Positions in Å, forces in eV/Å.

Values from the calculation:
⟨S²⟩ = 2.01
E_LUMO (spin up / spin down) = 0.29 / -4.75 eV
charge = 0
2S+1 = 3
E_HOMO (spin up / spin down) = -7.3 / -13.2 eV
relative energy (zero: lowest compared OMol25 entry of this formula, charge and spin) = 3.8471 eV

Q: Look up the charge of the third one.
A: 0

Q: What is the formula in the third record?
A: CF2O3S

Q: Which value of 2S+1 does entry 2 give?
A: 1

Q: 2S+1 of number 1 (C38H96Br2N6O4)?
A: 1